A cluster of 2 separate species, C8H14N3O3 in total, computed with ωB97M-V/def2-TZVPD.

Calculated values
HOMO level: -13.7 eV
electronic energy: -702.9163 Eh
max |F|: 0.102 Eh/bohr

ORCA input file:
```
! wB97M-V def2-TZVPD RIJCOSX def2/J DEFGRID3
* xyz 1 1
O -2.377 -0.806 2.597
O 1.607 2.767 -0.560
O 0.942 -2.519 -0.302
N -1.062 -1.654 -1.099
N -2.756 -1.077 0.333
N 0.664 0.169 -0.094
C -0.176 -1.777 -0.106
C -2.236 -1.315 -0.925
C -0.028 1.360 0.588
C -0.737 -1.886 1.303
C 2.203 1.666 -1.152
C 1.010 2.407 0.729
C 1.245 0.624 -1.433
C -2.013 -1.185 1.532
H 2.726 1.993 -2.007
H 1.536 -0.079 0.469
H 0.397 3.253 0.975
H -0.515 1.060 1.476
H -0.711 1.673 -0.263
H -3.759 -0.888 0.428
H 0.323 0.952 -2.047
H 1.696 2.438 1.575
H 1.234 -2.380 -1.252
H 1.584 -0.291 -1.883
H 0.056 -1.626 2.037
H -2.979 -0.947 -1.688
H 2.885 1.077 -0.530
H -0.759 -3.008 1.299
*
```